# 1
DFT (the ωB97M-V functional and the def2-TZVPD basis) results for 2 unconnected molecules or ions with the total composition C4H6O4 at a distorted geometry.

Last column: Mulliken charge in e.
Geometry (Å):
C (1.5293, 2.7214, -1.7908)  -0.812
C (0.6635, 2.2253, -0.5650)  0.526
O (-0.4981, 1.8878, -0.8760)  -0.686
O (1.2094, 2.3043, 0.5568)  -0.728
H (1.5296, 3.8142, -1.6619)  0.167
H (0.9509, 2.5476, -2.6960)  0.274
H (2.5601, 2.3763, -1.7934)  0.257
C (-0.5607, -2.6885, 1.5910)  -0.784
C (-1.9093, -2.3725, 0.8468)  0.542
O (-2.1484, -3.1825, -0.0801)  -0.749
O (-2.6086, -1.4557, 1.3026)  -0.695
H (-0.7061, -3.6764, 2.0223)  0.211
H (-0.2559, -1.8997, 2.2868)  0.262
H (0.2443, -2.6016, 0.8568)  0.214

Cartesian forces (eV/Å) of the 6 atoms listed first:
C -0.814 0.724 0.579
C -0.126 0.038 -0.533
O 0.307 0.164 0.210
O 0.169 0.001 0.022
H 0.292 -0.053 -0.034
H 0.365 -0.367 -0.231

For the total energy, the calculation gives -12435.33054 eV. The energy above the lowest of the compared OMol25 structures with the same formula, charge and spin comes out at 20.87 kcal/mol. As for the net charge: -2.

# 2
DFT (the ωB97M-V functional and the def2-TZVPD basis) results for a molecular structure, C4H6CoLiO at a distorted geometry.

Last column: Mulliken charge in e.
Geometry (Å):
C (-1.8692, -0.5644, 0.4357)  -0.577
C (-2.5223, 0.6296, 0.1644)  -1.455
H (-1.4183, -0.6776, 1.4270)  0.400
H (-2.0173, -1.4494, -0.1958)  0.545
H (-2.7670, 1.3122, 0.9862)  0.565
H (-3.0475, 0.7608, -0.7910)  0.602
Li (-4.3904, -0.7571, 0.8122)  0.978
O (1.7324, 1.1878, -0.6601)  -0.480
C (1.4674, -0.1086, -0.9045)  0.562
C (0.1910, -0.5514, -1.0612)  -0.625
Co (-0.0861, 1.5689, -1.0545)  0.696
H (0.0618, -1.5640, -1.4565)  0.411
H (2.3564, -0.7461, -1.0598)  0.378

Cartesian forces (eV/Å) of the 6 atoms listed first:
C -1.779 1.563 0.369
C -0.367 -1.969 0.612
H -0.009 -0.237 -0.359
H 0.762 0.471 -0.017
H 0.735 0.310 -0.424
H 0.189 0.081 0.220

For the total energy, the calculation gives -44102.09967 eV. Its spin multiplicity is 5. The energy above the lowest of the compared OMol25 structures with the same formula, charge and spin comes out at 0.00 kcal/mol. As for the net charge: +2. The expectation value of S² is 6.02.

# 3
DFT (the ωB97M-V functional and the def2-TZVPD basis) results for C5H11NO in the gas phase.

Last column: Mulliken charge in e.
Geometry (Å):
C (-2.1153, 0.2340, -1.0165)  -0.953
C (-1.5013, -0.3647, 0.2645)  -0.426
N (-0.0186, -0.1241, 0.3975)  0.031
C (0.5469, 0.1398, 1.7187)  -1.033
C (0.7877, -0.1914, -0.7096)  0.935
C (2.2963, -0.0198, -0.6009)  -1.384
O (0.3516, -0.4024, -1.8361)  -0.680
H (-2.7157, 1.1338, -0.8528)  0.291
H (-2.7066, -0.4985, -1.5785)  0.276
H (-1.2635, 0.4345, -1.6651)  0.306
H (-1.6794, -1.4488, 0.2919)  0.240
H (-1.9715, 0.0551, 1.1630)  0.373
H (0.2188, -0.5994, 2.4597)  0.336
H (1.6396, 0.0930, 1.6927)  0.355
H (0.2777, 1.1384, 2.0859)  0.309
H (2.6546, -0.2116, -1.6139)  0.326
H (2.7572, -0.7422, 0.0780)  0.371
H (2.6005, 0.9894, -0.3065)  0.327

Cartesian forces (eV/Å) of the 6 atoms listed first:
C 0.211 0.088 -0.090
C 0.412 0.000 0.095
N -0.018 0.040 -0.351
C -0.059 0.024 0.024
C -0.049 -0.128 -0.157
C 0.060 0.011 0.051

For the total energy, the calculation gives -8900.76596 eV. The energy above the lowest of the compared OMol25 structures with the same formula, charge and spin comes out at 21.48 kcal/mol. Its SMILES is CCN(C)C(C)=O.

# 4
DFT (the ωB97M-V functional and the def2-TZVPD basis) results for 2 unconnected molecules or ions with the total composition C4H6ClO4S at a distorted geometry.

Last column: Mulliken charge in e.
Geometry (Å):
C (1.0967, 1.6127, 0.7591)  0.104
C (-0.1415, 0.4945, -1.3357)  -1.559
C (1.2769, -0.9520, 0.2546)  -1.053
C (0.8301, 0.4317, -0.0668)  1.240
O (0.8803, 2.3617, 1.6497)  -0.554
O (1.9603, 1.3580, -0.1933)  -0.486
O (-2.7937, 0.7208, 0.7802)  -0.545
O (-2.2219, -1.2366, 2.2147)  -0.567
S (-1.8140, -0.3827, 1.0874)  0.714
Cl (-1.9838, -1.9968, -0.6030)  -0.513
H (-0.4280, -0.4513, -1.7697)  0.364
H (-1.0360, 1.0233, -1.1769)  0.393
H (0.3583, 0.9407, -2.1636)  0.485
H (0.5069, -1.5150, -0.1937)  0.324
H (1.4424, -1.1836, 1.2688)  0.354
H (2.0670, -1.2253, -0.5118)  0.301

Cartesian forces (eV/Å) of the 6 atoms listed first:
C -1.055 -1.444 -0.210
C 1.740 -0.330 0.727
C 0.445 0.228 -2.583
C -1.749 -0.323 -1.678
O 0.333 0.501 0.119
O 1.903 1.796 -0.336

For the total energy, the calculation gives -35793.71085 eV. The energy above the lowest of the compared OMol25 structures with the same formula, charge and spin comes out at 0.00 kcal/mol. As for the net charge: -1.

# 5
DFT (the ωB97M-V functional and the def2-TZVPD basis) results for 2 unconnected molecules or ions with the total composition C4H12N2 at a distorted geometry.

Last column: Mulliken charge in e.
Geometry (Å):
H (1.2226, 0.8711, -3.5857)  0.248
N (1.5415, 0.9145, -2.6265)  -0.675
C (1.7768, -0.2279, -2.0932)  0.074
N (2.1892, -0.5239, -0.7948)  -0.458
H (1.7512, -1.1708, -2.6322)  0.326
H (2.7612, -1.3150, -0.4908)  0.230
H (2.4378, 0.4282, -0.2811)  0.266
C (-0.4133, -0.4273, 1.9442)  -1.137
C (-0.9398, -0.0402, 0.5636)  0.040
C (-2.2900, 0.7152, 0.6913)  -1.084
H (0.0757, 0.4678, 2.3395)  0.265
H (0.2408, -1.3437, 2.1455)  0.309
H (-1.3598, -0.5946, 2.5582)  0.315
H (-0.9641, -0.9713, 0.1500)  0.255
H (-0.2856, 0.6085, -0.1191)  0.117
H (-2.5100, 1.2700, -0.3080)  0.323
H (-2.9955, -0.0872, 0.9775)  0.305
H (-2.2388, 1.4266, 1.5616)  0.282

Cartesian forces (eV/Å) of the 6 atoms listed first:
H 0.031 -0.410 0.059
N 0.293 -0.538 1.783
C 0.813 -1.056 -0.643
N 0.410 4.560 1.340
H -0.378 -0.146 -0.520
H -0.496 0.455 -0.903

For the total energy, the calculation gives -7321.44620 eV. The energy above the lowest of the compared OMol25 structures with the same formula, charge and spin comes out at 36.50 kcal/mol. Its SMILES is [H]/N=C/N.CCC.

# 6
DFT (the ωB97M-V functional and the def2-TZVPD basis) results for C5H8O2 in the gas phase at a distorted geometry.

Last column: Mulliken charge in e.
Geometry (Å):
C (-0.6772, 1.5429, -1.4915)  -1.266
C (-0.8585, 0.6055, -0.3085)  0.035
O (-0.9162, -0.7560, -0.7459)  -0.521
C (0.0280, -0.4272, 0.2430)  0.617
C (-0.0582, -1.2952, 1.4977)  -0.478
O (1.3729, -1.3871, 1.5527)  -0.418
C (1.5363, -0.5837, 0.3734)  -0.354
H (-0.3793, 2.5606, -1.2277)  0.334
H (0.0348, 1.1242, -2.2098)  0.341
H (-1.6368, 1.6222, -2.0267)  0.308
H (-1.5244, 0.9211, 0.4887)  0.372
H (-0.5127, -0.9420, 2.4321)  0.271
H (-0.5153, -2.2578, 1.2218)  0.239
H (2.0698, -1.0875, -0.4345)  0.275
H (2.0369, 0.3599, 0.6351)  0.243

Cartesian forces (eV/Å) of the 6 atoms listed first:
C 0.170 -0.016 0.152
C 0.112 0.208 0.198
O -0.066 -0.205 -0.156
C 0.131 0.013 0.124
C -0.289 0.044 0.098
O 0.189 -0.061 0.054

For the total energy, the calculation gives -9406.85997 eV. The energy above the lowest of the compared OMol25 structures with the same formula, charge and spin comes out at 68.54 kcal/mol. Its SMILES is C[C@H]1OC12COC2.